Here is an isolated molecule of C6H11NO in a non-equilibrium geometry from the Open Molecules 2025 dataset. Energies are from ωB97M-V with the def2-TZVPD basis set.

Results
SMILES string: C[C@H](N)[C@]1(C)CC1=O
2S+1: 1
Strongest force on any atom: 6.10 eV Å⁻¹
Energy relative to the best compared isomer or geometry (same formula, charge and spin): 97.0 kcal per mole
Total energy: -9934.2468 eV
LUMO energy: 0.090 eV
Highest occupied orbital energy: -8.126 eV
Frontier orbital gap: 8.2 eV

Last column: Mulliken charge in e.
Positions of all 19 atoms, in Å:
C -0.70990 0.00591 1.68261  -0.905
C 1.37382 -1.54760 0.09064  -1.602
C -0.73154 1.85884 -0.14715  -1.752
C 0.49765 -0.46695 -0.53044  0.679
C -0.37062 0.45398 0.27595  1.180
N 1.22746 0.21266 -1.54541  -0.634
C -1.50549 -0.51937 0.56365  0.270
O -2.70504 -0.49697 0.32304  -0.563
H 0.63473 0.75896 -2.16316  0.204
H 1.78270 -0.40055 -2.13320  0.276
H -0.47942 -1.12917 -0.92853  0.005
H -1.22590 0.73013 2.30129  0.306
H -0.05625 -0.62842 2.26674  0.225
H 2.17771 -1.08827 0.67632  0.366
H 1.81606 -2.19830 -0.67094  0.464
H 0.80589 -2.23090 0.72486  0.337
H -0.91019 1.93006 -1.22327  0.432
H 0.05308 2.56664 0.13680  0.317
H -1.67474 2.18931 0.30020  0.396